Entry 1:
The following is a quantum chemistry calculation of C39H69As2FGeN3O3PdSSbSe as an isolated structure, from OMol25.

**Net charge**: +4
**E_LUMO**: -10.05 eV
**HOMO-LUMO gap**: 6.0 eV
**Energy**: -319251.600 eV

Last column: Mulliken charge in e.
Element x y z (Å)
1 Pd 0.798598 0.127894 -1.529450  1.07
2 C 0.009602 -4.930600 4.281575  -0.97
3 C 0.456769 -3.491242 4.466170  -1.11
4 N 0.081496 -2.629054 3.316390  0.22
5 C 1.000372 -2.393699 2.375466  -0.19
6 C 0.771321 -1.599893 1.284728  0.17
7 C 1.847268 -1.172586 0.354526  -0.68
8 O 2.450859 -2.117597 -0.387311  -0.92
9 O 2.170205 0.000381 0.288318  -0.54
10 C -0.507301 -1.006576 1.062991  0.73
11 O -0.758198 -0.326447 0.028950  0.30
12 C -1.497930 -1.282876 2.076898  0.53
13 C -2.791039 -0.740657 1.978196  -0.86
14 C -3.712334 -0.959988 2.949508  0.37
15 F -4.911810 -0.372634 2.830059  -0.34
16 C -3.442950 -1.747566 4.102376  -0.83
17 C -2.170002 -2.308660 4.175123  -0.36
18 C -1.192283 -2.073523 3.199129  -0.08
19 N -4.388024 -1.944011 5.091251  0.25
20 C -5.835449 -1.867335 4.819067  -0.42
21 C -6.627781 -2.524746 5.933362  -1.16
22 N -6.287162 -1.872683 7.247008  -0.03
23 C -4.786342 -1.847851 7.512241  -0.94
24 C -4.016463 -2.511823 6.379042  -0.78
25 H 0.291453 -5.517766 5.155081  0.43
26 H 0.493542 -5.377995 3.411831  0.26
27 H -1.070351 -5.009625 4.150424  0.32
28 H 1.538453 -3.428593 4.562688  0.46
29 H 0.050207 -3.042457 5.369223  0.59
30 H 1.972673 -2.840937 2.548312  0.60
31 H -3.050224 -0.112015 1.136746  0.59
32 H -1.942759 -2.977524 4.988322  0.59
33 H -6.084209 -2.398176 3.900158  0.49
34 H -6.165537 -0.835777 4.695687  0.41
35 H -6.419153 -3.586796 6.033939  0.39
36 H -7.694073 -2.398423 5.760782  0.45
37 H -6.777300 -2.345489 8.008639  0.39
38 H -6.644351 -0.915831 7.241461  0.38
39 H -4.600063 -2.363604 8.450812  0.44
40 H -4.499266 -0.805548 7.619712  0.38
41 H -4.144949 -3.598366 6.410096  0.34
42 H -2.968073 -2.309670 6.584148  0.56
43 C -3.067947 1.364510 -1.814245  -0.58
44 As -1.997863 1.374167 -3.410915  0.62
45 C -1.283669 3.127625 -3.731638  -0.68
46 C -3.097959 0.908123 -4.911708  -1.19
47 S -0.508115 -0.201974 -3.379634  -0.65
48 H -3.533216 2.340987 -1.690675  0.56
49 H -2.417729 1.148257 -0.971785  -0.34
50 H -3.829617 0.595653 -1.931675  0.45
51 H -2.069610 3.858253 -3.543389  0.48
52 H -0.964124 3.183941 -4.769890  0.51
53 H -0.450846 3.310621 -3.060354  -0.43
54 H -3.927313 1.612996 -4.964171  0.45
55 H -3.478284 -0.100960 -4.777183  0.42
56 H -2.503703 0.970733 -5.820011  0.42
57 C 1.274329 -2.969214 -4.715334  -1.08
58 C 2.154973 -3.520098 -3.607298  -0.86
59 Sb 1.430500 -3.307279 -1.594030  1.16
60 C -0.711158 -3.379254 -1.435075  0.32
61 C -1.108568 -4.840775 -1.255707  -1.40
62 C 2.221854 -5.063065 -0.701304  -0.47
63 C 3.749782 -5.072631 -0.798392  -1.16
64 H 1.723210 -3.244733 -5.671537  0.42
65 H 1.196920 -1.885587 -4.684482  0.07
66 H 0.268009 -3.388042 -4.697881  0.37
67 H 3.182355 -3.172914 -3.638866  0.62
68 H 2.184206 -4.615633 -3.592065  0.65
69 H -1.059571 -2.941950 -2.370316  0.43
70 H -1.034694 -2.732058 -0.629555  -0.18
71 H -0.738486 -5.484231 -2.056038  0.40
72 H -2.197663 -4.901779 -1.282953  0.44
73 H -0.774486 -5.248187 -0.302004  0.36
74 H 1.775826 -5.924893 -1.204048  0.50
75 H 1.872490 -5.079373 0.331255  0.22
76 H 4.093859 -5.069280 -1.834422  0.33
77 H 4.137906 -5.981781 -0.340149  0.41
78 H 4.199395 -4.223437 -0.285503  0.32
79 C 1.146280 7.607367 -0.003675  -1.18
80 Ge -0.124683 6.156794 -0.249736  0.63
81 C -1.119112 5.748176 1.381682  -1.29
82 C -1.364308 6.466841 -1.726710  -1.09
83 C 0.945883 4.550279 -0.805219  -1.29
84 Se 0.109162 2.832875 -0.394847  0.39
85 C 0.716618 2.669175 1.439009  -0.89
86 H 0.626134 8.510096 0.317468  0.40
87 H 1.673190 7.829390 -0.931718  0.37
88 H 1.880613 7.347678 0.758879  0.38
89 H -1.936464 6.463868 1.481121  0.43
90 H -0.487712 5.837049 2.266254  0.35
91 H -1.551761 4.747165 1.345481  0.31
92 H -1.985449 7.338439 -1.519160  0.43
93 H -2.030378 5.609330 -1.854052  0.22
94 H -0.829887 6.646330 -2.661093  0.37
95 H 1.945629 4.549556 -0.366749  0.59
96 H 1.073845 4.580171 -1.889992  0.23
97 H 0.442290 3.571145 1.979352  0.46
98 H 1.791728 2.515481 1.460394  0.29
99 H 0.208678 1.812801 1.877279  0.01
100 C 2.136080 1.904943 -4.455315  -1.20
101 As 2.590662 0.911008 -2.870288  0.50
102 C 3.774218 -0.451582 -3.539228  -1.32
103 C 3.646167 2.109191 -1.746092  0.41
104 C 4.864864 2.554725 -2.497889  0.11
105 C 4.819774 3.691860 -3.300459  -0.17
106 C 5.944306 4.100997 -4.002687  -0.78
107 C 7.122750 3.374580 -3.909131  -0.53
108 C 7.178223 2.244545 -3.105485  -0.69
109 C 6.053499 1.835176 -2.404040  -0.32
110 H 3.057752 2.107971 -4.999223  0.55
111 H 1.679350 2.850403 -4.173610  0.24
112 H 1.456409 1.316233 -5.065543  0.49
113 H 4.663291 0.059846 -3.907329  0.61
114 H 3.289542 -0.962218 -4.365540  0.36
115 H 4.062576 -1.143935 -2.750948  0.24
116 H 3.873640 1.562946 -0.833197  0.66
117 H 2.968712 2.927458 -1.509321  -0.85
118 H 3.907707 4.278545 -3.356260  0.42
119 H 5.906864 4.994555 -4.611962  0.44
120 H 8.002264 3.698147 -4.449833  0.43
121 H 8.103697 1.690898 -3.014458  0.44
122 H 6.108924 0.965333 -1.756828  0.43

Cartesian forces, eV/Å:
-0.3036 0.9199 0.1664
-0.0195 0.0034 -0.0213
-0.0236 0.0000 -0.0387
0.0293 -0.0332 0.0528
0.0503 -0.0304 0.0845
-0.0991 0.0470 -0.0631
0.0031 -0.2902 0.0831
0.1593 0.3635 0.0193
0.2074 -0.0491 -0.3001
0.0092 0.0732 0.1103
-0.0484 -0.1339 -0.1172
0.0075 0.0280 -0.0227
0.0011 0.0177 -0.0253
-0.0064 0.0436 0.0249
-0.0159 0.0037 0.0229
-0.0483 -0.2001 0.0250
0.0050 -0.0675 0.0503
-0.0064 0.0071 -0.0529
0.0188 0.1926 -0.0012
0.0688 -0.0812 0.0423
0.0239 0.0197 0.0060
0.0234 -0.0129 -0.0510
-0.0516 -0.0202 -0.0362
-0.0476 0.0214 -0.0304
-0.0004 0.0140 -0.0095
-0.0156 0.0049 0.0176
0.0230 -0.0055 -0.0003
0.0167 -0.0020 -0.0252
-0.0102 0.0254 0.0091
-0.0162 0.0060 -0.0031
0.0111 -0.0109 0.0176
0.0013 0.0133 -0.0091
-0.0085 0.0130 -0.0552
0.0148 0.0325 0.0390
0.0125 -0.0104 0.0212
-0.0173 0.0027 0.0038
0.0047 -0.0383 -0.0007
-0.0136 0.0148 0.0171
-0.0144 0.0095 0.0231
0.0020 0.0227 -0.0114
0.0245 -0.0210 -0.0193
0.0171 0.0403 0.0040
0.0445 0.0327 -0.0990
-0.1571 0.0336 0.0568
-0.0157 -0.1045 0.0048
0.0003 0.0974 0.0854
0.2065 -0.1520 -0.1239
-0.0176 0.0115 -0.0200
0.0071 -0.0143 0.0373
0.0062 -0.0157 0.0327
-0.0143 -0.0072 -0.0197
0.0310 0.0151 -0.0169
0.0297 0.0289 0.0016
-0.0064 0.0057 -0.0103
-0.0059 -0.0335 -0.0044
0.0119 -0.0187 -0.0254
0.0858 -0.0738 -0.0113
-0.1448 0.0948 0.2790
-0.0927 -1.2263 0.0023
0.2424 0.1422 -0.1880
-0.0555 0.0152 -0.0280
-0.0199 0.0940 -0.0579
-0.0186 -0.0467 -0.0246
-0.0301 -0.0136 0.0016
0.0001 0.0412 0.0044
0.0110 0.0119 0.0295
0.0708 0.0651 0.0271
0.0188 0.0275 -0.1526
-0.0274 -0.0163 0.0009
-0.0061 0.0295 0.0823
-0.0044 0.0213 0.0109
0.0110 -0.0190 0.0091
0.0075 0.0033 -0.0019
0.0053 0.0778 -0.0325
0.0123 0.0120 0.0497
-0.0169 -0.0104 0.0202
-0.0044 0.0116 0.0018
-0.0094 0.0130 0.0177
-0.0420 -0.0342 -0.0270
0.0412 0.0158 -0.0058
0.0288 0.0282 -0.0202
-0.0159 -0.0576 0.0259
0.0344 0.0326 0.0254
0.0162 -0.0559 -0.0459
0.0047 -0.0052 0.0175
0.0167 -0.0114 -0.0140
-0.0116 0.0094 0.0089
-0.0073 0.0092 0.0080
0.0308 -0.0115 0.0188
-0.0123 -0.0028 -0.0057
-0.0253 0.0166 -0.0042
0.0141 -0.0107 -0.0235
0.0049 0.0346 0.0127
-0.0135 0.0054 0.0192
-0.0366 -0.0239 0.0478
0.0072 0.0283 -0.0204
-0.0019 -0.0028 -0.0164
0.0042 0.0054 0.0073
0.0147 -0.0063 -0.0084
0.0114 -0.0161 0.0539
-0.2171 -0.0229 -0.0005
0.0298 0.0393 0.0755
0.0077 -0.0616 -0.0522
-0.0102 0.0206 0.0344
-0.0151 0.0582 -0.0494
-0.0539 0.0349 -0.0034
0.0305 0.0175 -0.0240
0.0038 -0.0656 0.0467
0.0669 -0.0395 0.0132
0.0237 -0.0131 0.0127
-0.0594 0.0171 0.0018
-0.0048 0.0212 -0.0252
0.0313 0.0100 -0.0089
-0.0196 -0.0625 -0.0452
-0.0161 0.0109 0.0193
0.0223 -0.0037 0.0178
0.0077 0.0285 0.0385
0.0244 -0.0030 -0.0034
-0.0076 -0.0148 0.0124
-0.0159 -0.0068 0.0082
-0.0222 0.0069 0.0029
0.0079 0.0156 -0.0102


Entry 2:
The following is a quantum chemistry calculation of one molecule with the formula C2H4N2O, from OMol25.

**SMILES**: Oc1c[nH][nH]1
**E_LUMO**: 0.59 eV
**HOMO-LUMO gap**: 7.9 eV
**Energy**: -7160.811 eV

Last column: natural (NBO) charge in e.
Element x y z (Å)
1 O -0.553352 -1.133513 -1.660086  -0.72
2 C 0.096094 -0.420558 -0.708032  0.37
3 C 0.233135 -0.578120 1.048225  -0.24
4 N 0.191501 0.804022 0.992184  -0.41
5 N 0.037302 0.968787 -0.388119  -0.45
6 H -1.363070 -1.579704 -1.413973  0.50
7 H 1.033932 -1.208338 1.446635  0.20
8 H 1.035293 1.409335 1.388410  0.36
9 H -0.710834 1.738089 -0.705245  0.38

Cartesian forces, eV/Å:
0.8920 1.2442 -0.5296
-0.3159 -0.7023 5.7465
-0.2114 -0.8818 -5.9379
2.4041 2.4724 1.2628
-2.1892 1.1445 -1.3494
-0.2456 0.1802 0.6305
-0.1442 0.6384 0.4721
-2.1014 -1.6612 -1.0663
1.9117 -2.4343 0.7712


Entry 3:
The following is a quantum chemistry calculation of C4H9N2O2 as an isolated structure, from OMol25.

**Net charge**: -1
**E_LUMO**: 3.42 eV
**HOMO-LUMO gap**: 7.5 eV
**Energy**: -11368.396 eV

Last column: natural (NBO) charge in e.
Element x y z (Å)
1 N -1.036190 0.855420 3.479054  -0.81
2 C -1.524876 0.528846 2.025449  -0.32
3 C -0.381681 -0.218357 1.337354  -0.21
4 N -0.510286 -0.255537 -0.105537  -0.67
5 C 0.507659 -1.021964 -0.820750  -0.34
6 C 0.996815 -0.194974 -2.043759  0.75
7 O 1.664829 -0.879881 -2.845990  -0.78
8 O 0.732927 1.025888 -2.084824  -0.79
9 H -1.815820 1.406724 3.845606  0.32
10 H -1.548517 -0.082827 3.292459  0.38
11 H -2.477548 0.038454 1.785151  0.19
12 H -1.486389 1.485956 1.492171  0.20
13 H 0.537257 0.354037 1.536230  0.17
14 H -0.246665 -1.218944 1.765780  0.17
15 H -0.450718 0.695070 -0.461940  0.39
16 H 0.139332 -2.000416 -1.124532  0.18
17 H 1.364599 -1.169670 -0.149621  0.16

Cartesian forces, eV/Å:
-2.6718 -2.8071 -1.7052
2.3584 3.0535 -3.4844
0.8121 0.1862 -0.2708
-1.2690 -0.5385 0.2998
-0.4091 0.9930 0.6641
0.5854 -0.6752 -0.3526
0.0337 0.0996 -0.2017
-0.2184 -0.0180 0.2756
0.1227 0.0488 0.1641
1.1267 0.0177 4.1288
-0.1374 0.0537 0.7221
-0.6980 -0.0476 -0.1670
0.0257 -0.1793 0.6690
-0.0739 -0.0480 -0.1572
0.1385 -0.0296 -0.2410
0.0328 -0.0005 -0.1458
0.2419 -0.1089 -0.1977


Entry 4:
The following is a quantum chemistry calculation of C23H25BClN8O7PTi as an isolated structure, from OMol25.

**Spin multiplicity**: 3
**E_LUMO (spin up / spin down)**: 0.31 / 0.37 eV
**HOMO-LUMO gap (spin up / spin down)**: 5.6 / 9.3 eV
**Energy**: -96117.303 eV

Last column: natural (NBO) charge in e.
Element x y z (Å)
1 Ti 0.014400 0.315600 -0.163900  1.53
2 C 1.790600 1.077800 -3.860500  -0.33
3 C 1.703100 0.372200 -2.660900  -0.01
4 N 0.723100 0.880100 -1.911600  -0.38
5 N 0.183300 1.901900 -2.587300  -0.31
6 C 0.808300 2.041600 -3.771900  0.00
7 B -0.857900 2.783100 -1.907600  0.53
8 N -0.280400 3.213500 -0.555400  -0.30
9 C -0.211800 4.443900 -0.017000  0.02
10 C 0.227300 4.319900 1.283600  -0.35
11 C 0.405500 2.949500 1.467400  0.00
12 N 0.093800 2.293000 0.350600  -0.40
13 N -2.080100 1.912800 -1.548900  -0.30
14 C -3.363900 2.152700 -1.845500  0.02
15 C -4.141100 1.218000 -1.194600  -0.34
16 C -3.222600 0.427200 -0.509200  -0.01
17 N -1.979600 0.855500 -0.730500  -0.39
18 H 2.481600 0.906600 -4.661000  0.24
19 H 2.295400 -0.459200 -2.320600  0.23
20 H 0.520600 2.805100 -4.463800  0.22
21 H -1.161200 3.706100 -2.576000  -0.02
22 H -0.481600 5.314000 -0.581100  0.23
23 H 0.387400 5.097800 2.002500  0.24
24 H 0.717600 2.434800 2.356800  0.24
25 H -3.641000 2.957500 -2.495900  0.23
26 H -5.207400 1.120400 -1.214800  0.23
27 H -3.432100 -0.436000 0.096200  0.22
28 O 2.937100 -4.527000 -0.547600  -0.69
29 C 2.084400 -4.553100 -1.551400  0.78
30 O 2.071500 -5.442200 -2.369600  -0.60
31 C 1.107700 -3.435500 -1.630500  -0.26
32 C 0.152000 -3.272100 -2.612900  0.18
33 Cl -0.181000 -4.226800 -3.971600  0.10
34 N -0.587100 -2.158300 -2.343100  -0.22
35 N -0.139600 -1.554500 -1.196600  -0.39
36 C 0.927600 -2.300000 -0.784600  0.00
37 C 1.823600 -1.682600 0.155600  0.67
38 O 2.751000 -2.285700 0.740100  -0.69
39 O 1.584400 -0.418000 0.354000  -0.81
40 C -1.439800 -1.530400 -3.275500  0.10
41 C -0.924700 -1.166400 -4.516900  -0.15
42 C -1.748700 -0.577000 -5.455200  -0.22
43 C -3.083000 -0.348000 -5.164200  -0.21
44 C -3.592100 -0.716100 -3.931200  -0.20
45 C -2.780600 -1.320700 -2.988200  -0.20
46 H 2.885800 -3.698100 0.032800  0.51
47 H 0.112800 -1.351800 -4.740100  0.22
48 H -1.346600 -0.304000 -6.416600  0.22
49 H -3.727800 0.111400 -5.896300  0.22
50 H -4.635500 -0.551700 -3.713700  0.22
51 H -3.175900 -1.661800 -2.043500  0.23
52 C 0.588800 -0.298800 5.334400  -0.24
53 O 0.325900 -0.974300 4.122400  -0.86
54 P 0.967200 -0.817800 2.621800  1.71
55 O 1.783800 0.546800 2.878900  -0.85
56 C 3.020700 0.849200 2.241200  -0.24
57 O -0.460500 -0.098700 1.890800  -0.86
58 C -1.636800 -0.864400 2.087100  -0.26
59 H 1.155300 -0.961000 5.994900  0.18
60 H -0.369400 -0.062800 5.802800  0.18
61 H 1.150800 0.622700 5.184000  0.19
62 H 3.565100 -0.059700 1.980800  0.22
63 H 3.601800 1.441400 2.949700  0.19
64 H 2.840300 1.439400 1.335600  0.19
65 H -1.548600 -1.462900 3.000000  0.22
66 H -1.808700 -1.536200 1.233000  0.18
67 H -2.476400 -0.170100 2.194100  0.20

Cartesian forces, eV/Å:
-2.7438 -0.2820 0.7375
-0.0295 0.0252 0.1033
-0.1272 0.2308 -0.1312
0.9801 0.6450 -2.0798
0.3825 0.1939 -0.8629
0.0294 -0.1188 0.1574
-0.0035 -0.5005 0.2528
0.1528 0.9680 0.0837
0.0407 -0.4024 0.0380
0.0607 -0.1203 0.0111
-0.1379 0.3722 0.1193
0.1705 1.3438 0.5772
-0.5623 0.3800 -0.5541
0.0060 -0.1573 0.1205
0.0999 0.0022 0.0974
-0.2251 0.1683 -0.0950
-0.8216 -0.2225 0.0608
0.0753 0.0108 -0.1584
-0.0318 -0.0936 0.1013
-0.1116 0.2265 -0.1176
-0.1279 0.2974 -0.2066
-0.0804 0.1043 -0.1759
0.0445 0.1290 0.0796
0.0213 -0.2043 -0.0212
0.0124 0.1986 -0.1086
-0.1750 -0.0203 -0.0065
0.1518 -0.0320 0.0772
0.2440 0.0288 0.2698
-0.1814 0.0019 -0.1224
0.0900 -0.0172 0.0684
-0.3507 0.0809 -0.3436
0.5538 -0.1336 0.6315
-0.0779 -0.0594 0.0062
0.1416 -0.3649 0.0515
0.3551 -0.2193 0.3214
0.0497 -0.0978 -0.0461
0.9668 -1.9703 -0.4824
0.1111 0.1377 -0.2881
1.8978 -0.5914 0.3385
-0.3982 0.4226 -0.3912
-0.0650 0.0609 0.2536
-0.0010 -0.0279 -0.0265
0.0054 0.0475 0.0545
-0.1070 -0.0304 -0.0256
0.2604 -0.1918 0.0174
-0.1108 -0.1199 -0.2440
0.1585 -0.0001 0.0126
0.0615 0.0597 -0.1609
-0.0765 0.0547 -0.1059
-0.1213 0.0173 0.0656
-0.0150 0.0066 0.0165
-0.0355 0.2075 0.2437
0.1393 -0.2254 -0.4418
-0.5505 -0.2792 1.6261
-0.2288 0.2137 0.1655
0.4342 0.1943 -0.1543
0.4488 0.0181 0.3098
-0.6947 -0.3737 0.2676
-0.0572 0.0725 -0.0525
0.0949 0.0158 0.0212
-0.0151 -0.0286 -0.0643
-0.0474 0.0723 -0.0308
-0.0404 -0.0605 -0.0145
0.0972 -0.1510 0.2061
-0.1495 0.1256 -0.1965
0.0396 0.1249 0.1613
0.1238 -0.1630 -0.0168


Calculated relative energy (zero: lowest compared OMol25 entry of this formula, charge and spin) (kcal/mol), listed in the same order as above: 0.0, 130.7, 63.9, 44.9